Molecular formula: C31H47BF5N2O4P2RuS
Method: DFT, ωB97M-V/def2-TZVPD

XYZ file:
```
94
Properties=species:S:1:pos:R:3:forces:R:3
Ru 0.602 0.796 -0.437 -0.037 0.807 -0.614
S 0.421 2.917 -2.378 1.703 0.624 -1.737
P 0.261 1.497 1.799 -1.150 -0.035 0.295
P 1.307 -1.154 -1.703 -0.976 -0.731 -0.783
F -6.366 1.375 -0.439 0.295 -0.669 -0.161
F -5.338 0.157 1.738 0.333 -0.086 -1.220
F -5.779 0.471 -2.956 -0.344 0.372 -0.267
F -4.048 -1.565 -3.296 0.299 -0.054 -0.668
F -2.860 -2.657 -1.232 -0.366 0.126 0.468
O 1.714 2.308 -1.791 -1.964 0.808 -0.493
O -3.474 -1.890 1.325 -0.118 0.134 0.637
O 0.344 2.914 -3.840 0.292 -0.249 2.059
O -0.685 2.197 -1.703 -0.230 -0.331 0.566
N -0.276 -1.021 2.127 0.748 2.310 -1.490
N -0.290 -2.032 0.059 -0.423 -1.515 0.163
C -1.279 -5.037 2.058 -0.400 1.489 0.859
C -2.515 1.999 1.417 0.094 0.614 -2.168
C 3.310 -3.086 -1.847 1.979 -0.040 -0.962
C -0.149 0.146 3.028 -0.571 -1.396 -1.227
C 2.682 -2.486 0.427 0.599 1.230 0.346
C -5.535 0.327 -0.599 -0.744 1.471 -0.505
C 2.900 1.094 2.515 0.324 0.412 0.706
C -1.120 -2.953 3.389 -1.703 -2.077 1.804
C 0.081 -2.421 -1.292 0.422 -0.322 1.499
C 2.867 -1.903 -1.000 -1.760 -1.354 -0.153
C 2.181 -0.238 -4.238 0.339 -0.214 0.027
C 2.349 3.332 1.604 -1.433 1.125 -0.763
C 1.092 -2.501 -4.273 0.366 -0.382 -1.343
C -1.537 -4.316 3.239 1.296 1.159 0.121
C -4.281 -1.103 -2.089 -1.020 0.541 -0.042
C -1.587 2.987 3.415 -0.344 0.904 -0.876
C -5.225 -0.075 -1.917 0.552 -0.465 0.934
C -3.730 -1.670 -1.004 0.709 -0.672 0.990
C -0.299 -0.414 -3.901 1.185 0.724 0.251
C -0.888 -4.353 0.926 -0.038 1.813 0.973
C -0.645 -2.949 1.031 0.306 -2.054 0.142
C 1.813 2.190 2.433 0.790 0.660 0.740
C 1.084 -1.120 -3.616 -0.308 0.677 0.430
C -4.037 -1.300 0.417 1.205 -1.041 -2.111
C 0.333 4.670 -1.942 -1.366 -0.490 -0.800
C -0.620 -2.323 2.304 -0.511 -0.151 -1.209
C 3.833 -0.766 -1.053 1.388 -0.671 -0.680
C -0.996 3.937 1.149 1.441 -1.903 -0.536
C 1.610 2.726 3.844 -0.745 -1.370 0.739
C -4.967 -0.235 0.495 -0.921 0.422 1.941
C -1.233 2.664 1.975 -0.182 -0.356 -0.270
B -0.062 -0.800 0.701 0.267 -0.041 0.551
H -0.051 4.435 1.345 -0.085 0.032 0.194
H 2.628 0.315 3.189 -0.452 -0.659 0.719
H 2.294 -3.463 0.438 -0.775 -1.328 -0.403
H 0.823 -2.406 -5.384 0.448 0.046 1.514
H 1.079 1.933 4.431 0.954 0.556 0.123
H 4.138 -0.538 -2.104 0.201 -0.311 0.994
H 2.175 3.140 0.556 0.613 -0.152 -0.652
H -1.477 -6.084 2.027 -0.180 -0.492 -0.101
H -1.779 4.613 1.274 -1.426 1.134 0.259
H -2.521 3.543 3.361 -0.240 0.013 0.113
H 4.663 -0.987 -0.364 0.105 0.363 -0.565
H 3.658 -2.598 0.895 0.395 0.126 -0.210
H 2.628 2.911 4.172 -0.171 0.231 0.798
H -0.753 -2.428 -1.926 -1.153 0.310 -1.042
H 4.184 -3.484 -1.318 0.300 0.123 -0.226
H 3.374 3.591 1.811 0.426 -0.239 0.038
H -0.271 0.625 -3.490 -0.439 -1.123 -0.015
H 0.635 -0.033 3.741 0.337 0.136 0.406
H -2.457 1.560 0.353 0.134 0.761 1.513
H -1.977 -4.833 4.070 -0.067 -0.042 0.311
H -0.885 3.682 3.798 0.596 0.380 0.839
H 0.237 4.856 -0.873 0.398 0.013 -0.324
H 2.103 -1.951 1.170 -0.204 0.597 -0.144
H 0.432 -3.466 -1.306 0.355 0.417 0.125
H -2.919 1.276 2.066 -0.207 -1.293 0.871
H 3.673 -2.687 -2.817 -0.114 -0.498 0.419
H 3.311 0.088 -0.735 -0.319 1.560 0.772
H -1.340 -2.389 4.324 0.344 -0.639 -0.720
H 3.841 1.498 2.966 -0.714 -0.016 -0.669
H 3.121 0.569 1.607 0.193 0.128 -0.871
H -1.094 0.297 3.549 0.052 0.249 0.040
H 3.179 -0.513 -3.872 -0.233 0.099 -0.148
H -0.231 -0.207 -4.968 -0.406 -0.254 -0.277
H -1.226 -0.971 -3.675 0.585 0.219 0.056
H -3.295 2.794 1.428 0.506 -0.370 -0.335
H 2.765 -4.020 -2.040 -0.854 0.788 0.322
H 0.950 3.581 3.973 0.547 0.280 -0.472
H 0.429 -3.248 -3.879 -0.890 0.038 0.444
H -0.539 5.092 -2.507 0.349 -0.707 0.717
H 2.044 -3.036 -4.200 0.189 0.530 -0.269
H 1.144 5.119 -2.471 1.024 0.281 0.224
H -0.987 3.570 0.120 -0.078 0.451 -0.026
H -1.761 2.141 4.036 0.108 -0.581 0.602
H -0.906 -4.909 0.037 0.313 -0.252 -1.418
H 1.758 4.254 1.764 0.421 -0.400 0.250
H 2.041 0.838 -4.134 -0.139 -0.078 0.452
H 2.194 -0.407 -5.307 -0.024 -0.179 -0.393
```
Forces are in eV/Å.

**Spin multiplicity**: 5
**Molecular weight**: 812.61 u
**Frontier orbital gap (spin up / spin down)**: 0.3073 / 0.2103 Eh
**Electronic energy**: -3319.6073 Ha
**Total charge**: +1